Entry from the OMol25 dataset: 2 unconnected molecules or ions with the total composition C2HO4P in a non-equilibrium geometry (ωB97M-V with the def2-TZVPD basis set).

Properties
molecular weight = 120.0 g mol⁻¹
charge = 0
energy above the lowest of the compared OMol25 structures with the same formula, charge and spin = 74.6 kJ/mol
Kohn-Sham gap = 8.5 eV

Last column: natural (NBO) charge in e.
CARTESIAN COORDINATES (ANGSTROEM)
C  0.6263  -3.1827  1.0910  1.041
C  -0.5641  2.0099  0.8481  0.385
O  0.7743  -4.3141  1.1085  -0.497
O  -1.2999  2.7878  1.2862  -0.397
O  0.3411  -2.0782  0.9862  -0.536
O  1.6582  0.2905  0.3880  -1.061
P  0.4004  0.5197  1.0920  1.138
H  -0.6023  0.0103  -0.1015  -0.073



Entry from the OMol25 dataset: 2 unconnected molecules or ions with the total composition C3H10N in a non-equilibrium geometry (ωB97M-V with the def2-TZVPD basis set).

Properties
molecular weight = 60.1 g mol⁻¹
charge = +1
energy above the lowest of the compared OMol25 structures with the same formula, charge and spin = 119.6 kJ/mol
Kohn-Sham gap = 10.1 eV

Last column: natural (NBO) charge in e.
CARTESIAN COORDINATES (ANGSTROEM)
N  0.8034  -1.3976  -1.4661  -0.894
H  0.1684  -2.0735  -1.0400  0.449
H  0.5918  -1.2883  -2.4547  0.458
H  0.8843  -0.5977  -0.7924  0.477
H  1.7070  -1.8941  -1.5137  0.447
C  -1.5968  0.5146  0.5586  -0.662
C  -0.1596  0.8898  0.2594  -0.216
C  0.8109  0.5499  1.1078  -0.411
H  -1.7443  -0.5635  0.4533  0.209
H  -1.7922  0.7004  1.6165  0.247
H  -2.2928  1.0566  -0.0616  0.237
H  -0.0364  1.5769  -0.5624  0.222
H  1.8629  0.7878  0.9923  0.219
H  0.5571  0.0686  2.0532  0.218



Entry from the OMol25 dataset: 2 unconnected molecules or ions with the total composition C19H15Cl3N2OS in a non-equilibrium geometry (ωB97M-V with the def2-TZVPD basis set).

Properties
molecular weight = 425.8 g mol⁻¹
charge = 0
energy above the lowest of the compared OMol25 structures with the same formula, charge and spin = 14.0 kJ/mol
Kohn-Sham gap = 3.3 eV

Last column: natural (NBO) charge in e.
CARTESIAN COORDINATES (ANGSTROEM)
C  1.5858  3.5905  3.7008  -0.754
S  0.3445  2.6213  2.7810  0.829
C  -0.5398  3.7841  1.6339  -0.729
C  1.5276  1.8836  1.5269  -0.359
C  2.6599  0.9424  1.8718  -0.074
C  3.6409  0.7846  0.8821  -0.178
C  4.6085  -0.1969  1.0160  -0.158
C  4.5915  -1.0294  2.1424  -0.087
C  5.5800  -2.0572  2.2834  0.239
N  6.3311  -2.9556  2.3505  -0.253
C  3.5743  -0.9063  3.0996  -0.162
C  2.6024  0.0834  2.9632  -0.205
H  2.2142  2.8516  4.2146  0.270
H  2.1832  4.2287  3.0376  0.253
H  1.0324  4.1839  4.4371  0.262
H  -1.1232  3.1926  0.9218  0.298
H  -1.2279  4.3766  2.2453  0.261
H  0.1385  4.4561  1.0995  0.252
H  1.9491  2.7711  1.0316  0.237
H  3.6334  1.4597  0.0251  0.234
H  5.3613  -0.3368  0.2363  0.250
H  3.5263  -1.5982  3.9390  0.243
H  1.8033  0.2034  3.6971  0.217
Cl  0.4812  1.0416  0.4547  0.107
C  -2.2501  0.2114  -3.0175  -0.278
Cl  -1.1871  1.5428  -3.0858  -0.054
C  -1.5886  -1.1090  -3.1401  0.440
O  -0.3729  -1.2792  -3.1280  -0.653
C  -2.5415  -2.2497  -3.2624  0.077
C  -3.8576  -2.0848  -2.7262  -0.089
C  -4.7581  -3.1516  -2.9222  -0.179
C  -4.3876  -4.1722  -3.7756  -0.262
C  -3.0148  -4.3200  -4.0825  -0.003
N  -2.1089  -3.3904  -3.7859  -0.376
C  -4.1932  -0.8417  -2.0951  -0.176
Cl  -5.3842  -0.8970  -0.8643  -0.052
C  -3.4912  0.3278  -2.4124  -0.204
H  -5.7375  -3.1156  -2.4464  0.217
H  -5.0832  -4.9338  -4.1321  0.207
H  -2.6402  -5.2197  -4.5745  0.181
H  -3.8818  1.3079  -2.1405  0.212



Entry from the OMol25 dataset: 2 unconnected molecules or ions with the total composition CH3NO2S in a non-equilibrium geometry (ωB97M-V with the def2-TZVPD basis set).

Properties
molecular weight = 93.1 g mol⁻¹
charge = 0
energy above the lowest of the compared OMol25 structures with the same formula, charge and spin = 135.4 kJ/mol
Kohn-Sham gap = 9.9 eV

Last column: natural (NBO) charge in e.
CARTESIAN COORDINATES (ANGSTROEM)
C  -1.2204  1.6994  0.8546  0.479
N  0.8239  -1.0209  0.4769  -1.042
O  -0.8415  0.1616  -0.9933  -0.963
O  -2.1441  2.2227  0.4622  -0.499
S  0.5839  -0.1368  -0.9783  1.252
H  0.7046  -1.3342  -1.7619  0.000
H  0.2940  -0.5450  1.1998  0.397
H  1.7995  -1.0469  0.7400  0.376



Entry from the OMol25 dataset: a single CH7N2O2PS2 molecule in a non-equilibrium geometry (ωB97M-V with the def2-TZVPD basis set).

Properties
molecular weight = 174.2 g mol⁻¹
charge = 0
structure (SMILES) = CSP(=S)(ON)ON
Kohn-Sham gap = 9.6 eV

Last column: natural (NBO) charge in e.
CARTESIAN COORDINATES (ANGSTROEM)
C  -0.0728  -0.4124  -2.1273  -0.741
S  0.8989  -1.6376  -1.1983  -0.051
P  0.4337  -0.7574  0.9065  1.610
S  0.9236  -1.6534  2.5567  -0.526
O  1.0923  0.6723  0.5454  -0.703
N  1.2195  1.5451  1.6871  -0.508
O  -1.1501  -0.3525  0.8575  -0.695
N  -2.0700  -1.0710  1.6565  -0.491
H  -1.0245  -0.2516  -1.6310  0.233
H  -0.2381  -0.8328  -3.1152  0.231
H  0.4849  0.5157  -2.2020  0.221
H  0.5106  2.2671  1.5632  0.353
H  2.1436  1.9613  1.5827  0.360
H  -1.5738  -1.3631  2.5064  0.363
H  -2.3454  -1.9098  1.1466  0.342



Entry from the OMol25 dataset: a single C17H24N4O5 molecule in a non-equilibrium geometry (ωB97M-V with the def2-TZVPD basis set).

Properties
molecular weight = 364.4 g mol⁻¹
charge = 0
energy above the lowest of the compared OMol25 structures with the same formula, charge and spin = 347.2 kJ/mol
structure (SMILES) = CCOCCCNC(=O)[C@@H]1CCCN1C(=O)Nc1ccccc1[N+](=O)[O-]
Kohn-Sham gap = 8.1 eV

Last column: natural (NBO) charge in e.
CARTESIAN COORDINATES (ANGSTROEM)
C  -3.4730  -1.0111  1.0095  -0.630
C  -2.5265  -1.1030  -0.1847  -0.061
O  -2.0900  -2.4250  -0.4349  -0.542
C  -0.7466  -2.7075  -0.1156  -0.068
C  -0.4553  -2.7550  1.3891  -0.439
C  1.0118  -3.0803  1.6865  -0.226
N  1.8996  -2.0131  1.2752  -0.622
C  2.1654  -0.9738  2.0840  0.669
O  1.8631  -0.9213  3.2579  -0.635
C  2.9054  0.1862  1.3728  -0.119
C  3.5618  1.1280  2.3839  -0.424
C  3.1388  2.5285  1.9465  -0.397
C  1.7570  2.2929  1.3409  -0.222
N  1.9120  1.0095  0.6821  -0.427
C  1.3421  0.5744  -0.4577  0.814
O  1.6917  -0.4629  -1.0058  -0.695
N  0.3135  1.3796  -0.9198  -0.639
C  -0.5056  1.1753  -2.0016  0.208
C  -0.2272  0.2072  -2.9763  -0.258
C  -1.0694  0.0039  -4.0444  -0.138
C  -2.2268  0.7636  -4.1959  -0.247
C  -2.5222  1.7252  -3.2626  -0.170
C  -1.6820  1.9477  -2.1644  0.001
N  -2.0927  2.9543  -1.2500  0.522
O  -3.1719  3.4824  -1.4165  -0.362
O  -1.3483  3.2601  -0.3175  -0.431
H  -2.9682  -1.2810  1.9330  0.206
H  -3.8525  0.0038  1.0984  0.209
H  -4.3087  -1.6894  0.8628  0.213
H  -3.0561  -0.7747  -1.0889  0.178
H  -1.6645  -0.4411  -0.0357  0.155
H  -0.0866  -1.9783  -0.6055  0.176
H  -0.5609  -3.6917  -0.5553  0.182
H  -0.6865  -1.7895  1.8432  0.205
H  -1.0941  -3.5100  1.8496  0.213
H  1.1416  -3.2055  2.7641  0.231
H  1.3127  -3.9969  1.1745  0.195
H  2.0411  -1.8807  0.2800  0.432
H  3.6061  -0.2241  0.6384  0.223
H  3.1551  0.8982  3.3710  0.247
H  4.6417  1.0053  2.4121  0.222
H  3.8159  2.9092  1.1803  0.203
H  3.1111  3.2347  2.7725  0.223
H  0.9963  2.2254  2.1272  0.203
H  1.4813  3.0804  0.6391  0.214
H  0.0008  2.1423  -0.3171  0.442
H  0.6644  -0.3862  -2.8652  0.265
H  -0.8239  -0.7532  -4.7730  0.222
H  -2.8826  0.6011  -5.0360  0.224
H  -3.4079  2.3359  -3.3500  0.251



Entry from the OMol25 dataset: a molecular structure, C4H13N2Pb in a non-equilibrium geometry (ωB97M-V with the def2-TZVPD basis set).

Properties
molecular weight = 296.4 g mol⁻¹
charge = -1
Kohn-Sham gap (alpha / beta) = 3.2 / 3.9 eV

Last column: Löwdin charge in e.
CARTESIAN COORDINATES (ANGSTROEM)
C  -0.1617  0.4114  -4.1006  -0.187
Pb  -0.4074  -0.9064  -1.4650  0.460
N  -0.7793  -2.2654  0.2986  -0.141
H  0.3815  -2.3352  -2.0613  -0.264
H  0.0879  -2.3009  0.8147  -0.012
H  -0.7404  -0.3846  -3.5542  -0.166
H  0.2042  0.0022  -5.0463  0.010
H  0.7359  0.6791  -3.4885  0.002
H  -0.8831  1.1618  -4.3660  0.005
H  -1.5263  -1.8948  0.8540  -0.024
H  -1.0034  -3.1674  -0.0800  -0.005
C  1.1456  1.2295  3.2351  -0.225
C  -0.1349  1.4195  2.3750  -0.378
C  0.0307  0.9367  1.0577  -0.264
N  0.0939  0.5455  -0.0200  -0.098
H  1.4213  0.1691  3.2382  0.039
H  0.9450  1.5412  4.2579  0.037
H  1.9627  1.8251  2.8192  0.061
H  -0.9390  0.8449  2.8642  0.053
H  -0.4332  2.4888  2.3672  0.098